The following is a DFT calculation (wB97M-V/def2-TZVPD) of a structure of composition C26H32BrO4Pd.

Last column: Mulliken spin population.
Atoms and positions in Å:
O -1.183 -3.136 1.138  -0.0042
C -2.244 -2.458 0.381  -0.0388
C -3.423 -3.052 1.134  0.0028
H -2.220 -2.633 -0.674  0.0020
H -2.125 -1.402 0.547  0.0210
C -2.264 -3.426 2.122  -0.0045
H -3.912 -3.852 0.567  0.0001
H -4.145 -2.288 1.506  0.0000
C -2.228 -4.901 2.466  0.0003
H -1.887 -5.426 1.559  0.0000
H -3.208 -5.294 2.812  -0.0001
H -1.457 -5.079 3.233  0.0000
C -2.246 -2.283 3.157  0.0044
H -2.537 -1.352 2.622  -0.0016
H -1.229 -2.069 3.512  0.0029
H -2.948 -2.409 3.997  -0.0002
Pd 0.621 1.187 -0.636  0.9457
C -1.042 3.280 1.593  0.0180
C -0.712 3.545 0.269  0.0421
C -1.163 2.407 -0.572  0.2592
H -0.266 4.468 -0.095  -0.0101
C -1.966 1.563 0.350  -0.0707
C -1.792 2.052 1.652  0.1913
H -2.153 1.601 2.578  0.0046
H -0.797 3.902 2.453  0.0028
H -1.359 2.506 -1.643  -0.0009
H -2.625 0.748 0.040  -0.0051
C 1.990 1.707 1.594  0.1810
C 1.082 1.398 2.599  -0.0389
C 0.584 0.072 2.394  0.2693
H 0.840 2.045 3.439  0.0029
C 1.135 -0.453 1.210  -0.1976
C 2.046 0.566 0.640  0.2422
H 2.929 0.346 0.050  0.0291
H 2.615 2.594 1.584  0.0014
H -0.061 -0.448 3.095  0.0586
H 1.038 -1.477 0.843  -0.0021
O -0.771 -3.229 -2.346  0.0015
C -1.590 -4.347 -1.828  0.0021
C -1.841 -5.440 -2.877  0.0000
H -2.597 -3.944 -1.550  0.0000
H -1.144 -4.704 -0.876  -0.0001
C -1.285 -4.823 -4.180  0.0000
H -2.916 -5.637 -2.984  0.0000
H -1.334 -6.373 -2.597  0.0000
C -0.534 -3.543 -3.743  0.0003
H -2.105 -4.536 -4.847  0.0000
H -0.629 -5.520 -4.702  0.0000
H -0.871 -2.662 -4.313  -0.0001
H 0.554 -3.660 -3.938  0.0000
Br 2.114 5.415 1.483  0.0017
C 3.310 5.714 0.049  -0.0004
C 3.982 6.947 -0.079  -0.0001
C 4.905 7.150 -1.115  0.0001
C 5.151 6.104 -2.009  0.0001
C 4.475 4.890 -1.877  0.0006
C 3.514 4.680 -0.881  0.0136
C 2.874 3.280 -0.805  -0.0123
O 3.697 2.345 -0.767  -0.0015
O 1.588 3.213 -0.770  0.0873
H 3.771 7.746 0.622  0.0000
H 5.424 8.103 -1.220  -0.0001
H 5.865 6.222 -2.824  0.0000
H 4.707 4.061 -2.543  0.0003

Cartesian forces, eV/Å:
O -2.29 -0.11 0.14
C 0.59 0.96 -0.46
C 0.75 0.59 0.04
H 0.34 0.27 -0.06
H -0.02 0.56 -0.01
C -0.71 0.20 -0.22
H 0.10 -0.08 0.41
H 0.41 -0.83 -0.24
C 0.51 0.03 0.76
H -0.39 0.09 0.30
H 0.60 0.31 -0.19
H -0.29 -0.13 -0.10
C 0.27 0.14 0.04
H 0.14 -0.56 0.39
H -0.28 -0.48 0.15
H 0.27 -0.17 -0.27
Pd -0.64 0.71 -1.19
C -0.01 0.48 -1.36
C -1.02 -0.20 0.97
C -0.82 0.24 1.83
H 0.08 -0.58 0.11
C 0.46 0.68 0.31
C -0.43 -0.28 -1.11
H 0.00 0.04 -0.34
H -0.01 -0.17 -0.28
H 0.03 -0.07 0.18
H 0.48 0.11 0.14
C -0.28 -1.03 1.08
C 1.13 0.09 -0.35
C 0.36 -0.14 -0.54
H -0.03 -0.17 -0.23
C 0.70 0.48 -0.09
C -0.38 -0.77 2.60
H -0.20 0.07 -0.13
H -0.29 -0.27 -0.24
H -0.01 0.12 -0.33
H -0.05 0.39 0.18
O -0.94 -2.61 -0.86
C -0.74 0.61 0.86
C 0.58 0.37 -0.12
H 0.83 -0.35 -0.39
H -0.08 0.20 -0.70
C -0.19 0.37 0.30
H 0.33 -0.06 0.18
H -0.10 0.22 -0.21
C 0.55 0.66 -0.17
H 0.16 -0.21 0.06
H -0.04 0.14 -0.06
H 0.13 -0.32 0.05
H -0.48 0.13 0.38
Br 0.05 0.35 0.13
C 0.39 0.11 -0.95
C -0.02 -0.42 -0.22
C -0.44 -0.52 0.18
C -0.19 -0.14 0.06
C 0.04 0.28 0.03
C 0.13 0.22 0.35
C -0.26 -0.59 0.13
O -0.56 0.87 -0.41
O 2.09 0.30 -0.98
H 0.03 -0.12 0.05
H -0.17 -0.21 0.09
H -0.10 0.04 0.22
H -0.11 0.18 0.12

The gap between HOMO and LUMO (spin up / spin down) is 0.2231 / 0.2195 hartree. The molar mass is 594.9 g/mol. The calculation puts the total energy at -4012.60711 a.u. As for the total charge: -1. As for the spin multiplicity: 3. As for the expectation value of S²: 2.038.

The following is a DFT calculation (wB97M-V/def2-TZVPD) of a structure of composition C26H32CaClO4.

Last column: natural (NBO) charge in e.
Atoms and positions in Å:
O -1.957 0.886 -2.513  -0.5737
C -1.706 0.090 -3.759  -0.0864
C -2.909 0.649 -4.515  -0.4749
H -1.772 -0.997 -3.583  0.2272
H -0.740 0.388 -4.185  0.1720
C -3.042 1.594 -3.307  0.2892
H -3.665 -0.091 -4.704  0.2072
H -2.662 1.165 -5.452  0.2005
C -4.389 1.593 -2.589  -0.6317
H -4.630 0.573 -2.254  0.2270
H -5.188 1.950 -3.251  0.2076
H -4.333 2.299 -1.754  0.2233
C -2.418 2.942 -3.685  -0.6272
H -1.434 2.752 -4.135  0.2157
H -2.259 3.525 -2.765  0.2249
H -3.059 3.510 -4.374  0.2001
Ca 0.582 0.840 0.659  1.7601
C 2.704 2.352 1.370  -0.3700
C 3.412 1.240 0.843  -0.3282
C 3.057 1.103 -0.528  -0.4384
H 4.173 0.661 1.361  0.2083
C 2.386 2.312 -0.902  -0.4212
C 2.108 3.048 0.286  -0.4064
H 1.595 4.011 0.346  0.2114
H 2.623 2.618 2.424  0.2235
H 3.285 0.261 -1.162  0.2040
H 2.246 2.639 -1.925  0.2044
C -0.545 1.443 3.080  -0.2983
C -0.570 2.585 2.227  -0.4308
C -1.606 2.377 1.261  -0.4217
H 0.087 3.442 2.296  0.2135
C -2.108 1.049 1.438  -0.4103
C -1.435 0.462 2.535  -0.4105
H -1.588 -0.530 2.970  0.2117
H -0.004 1.415 4.023  0.2214
H -2.029 3.100 0.558  0.2043
H -2.928 0.582 0.892  0.2050
O -1.966 -2.459 -2.239  -0.5569
C -1.294 -1.473 -1.318  -0.1348
C 0.140 -1.210 -1.877  -0.4410
H -1.251 -1.774 -0.273  0.1996
H -1.841 -0.520 -1.329  0.2522
C 0.445 -2.537 -2.613  -0.4451
H 0.823 -0.912 -1.069  0.2087
H 0.216 -0.308 -2.559  0.2132
C -0.937 -3.285 -2.777  -0.0720
H 1.136 -3.125 -1.994  0.2217
H 0.947 -2.325 -3.573  0.2076
H -0.944 -4.242 -2.189  0.1729
H -1.215 -3.457 -3.843  0.1743
Cl 3.988 -4.519 6.787  -0.0212
C 3.320 -3.442 5.616  -0.0420
C 3.512 -2.048 5.746  -0.2561
C 3.014 -1.195 4.756  -0.1500
C 2.276 -1.735 3.680  -0.1420
C 2.097 -3.108 3.566  -0.1609
C 2.588 -3.981 4.540  -0.2525
C 1.673 -0.859 2.640  0.7494
O 1.660 0.381 2.892  -0.7339
O 1.136 -1.388 1.587  -0.8435
H 4.054 -1.653 6.615  0.2182
H 3.178 -0.118 4.819  0.2421
H 1.550 -3.481 2.700  0.2422
H 2.413 -5.064 4.476  0.2173

Cartesian forces, eV/Å:
O -1.51 0.10 -2.72
C 0.13 0.02 0.23
C 0.94 0.35 0.29
H 0.20 0.76 -0.02
H -0.14 -0.18 0.05
C 0.51 0.10 -0.06
H -0.56 -0.16 0.20
H -0.13 -0.11 0.23
C 0.58 0.36 -0.06
H 0.10 0.41 0.02
H 0.22 -0.11 -0.05
H -0.12 -0.33 0.17
C -0.47 0.08 0.75
H -0.32 0.13 0.02
H -0.03 -0.05 -0.30
H 0.16 -0.12 0.09
Ca 0.39 0.18 1.17
C 0.82 0.47 -0.55
C -0.83 0.07 -0.26
C 0.59 1.13 0.43
H -0.68 -0.35 0.14
C -0.61 -0.55 0.34
C 0.42 -0.17 -0.29
H 0.12 -0.42 -0.05
H 0.20 0.00 -0.39
H 0.43 0.16 -0.23
H -0.45 -0.11 0.07
C -0.97 0.57 -0.60
C -1.16 -0.48 0.43
C 0.13 -0.62 -0.21
H -0.28 0.09 0.17
C 0.18 0.36 -0.15
C 0.38 0.69 0.91
H -0.06 0.38 -0.29
H 0.01 -0.34 -0.58
H 0.45 -0.24 0.11
H 0.25 0.18 0.01
O 1.34 1.33 1.53
C -0.02 0.54 -0.70
C -0.80 0.57 -0.39
H 0.00 -0.84 -0.07
H -0.20 -0.90 -0.02
C 0.23 0.06 0.09
H 0.12 -0.97 -0.13
H -0.41 -1.24 0.66
C 0.28 -0.06 0.26
H -0.21 -0.03 -0.27
H -0.30 -0.29 0.31
H 0.20 0.58 -0.75
H 0.37 -0.15 0.71
Cl 0.15 -0.21 0.39
C -0.73 0.84 -0.99
C 0.04 -0.54 -0.19
C -0.36 -0.67 -0.05
C 0.62 -0.37 0.38
C 0.04 -0.33 0.38
C 0.42 0.31 0.41
C -0.95 1.41 -0.76
O 0.64 -2.18 -0.53
O 0.75 0.75 0.98
H -0.20 -0.24 -0.49
H -0.19 -0.32 -0.08
H 0.11 0.13 0.28
H 0.19 0.54 0.04

The gap between HOMO and LUMO is 0.2383 hartree. The value obtained for the energy above the lowest of the compared OMol25 structures with the same formula, charge and spin is 1.4794 eV. The molar mass is 484.1 g/mol. The calculation puts the total energy at -2448.73487 a.u. As for the total charge: -1. As for the spin multiplicity: 1.

The following is a DFT calculation (wB97M-V/def2-TZVPD) of a structure of composition C26H32ClO4Os.

Last column: Mulliken spin population.
Atoms and positions in Å:
O -0.308 0.629 -0.645  -0.0414
C 0.685 0.082 -1.563  0.0068
C 0.192 0.989 -2.682  0.0023
H 0.529 -0.983 -1.699  0.0032
H 1.692 0.248 -1.197  0.0041
C -0.953 1.401 -1.744  0.0142
H -0.116 0.493 -3.598  -0.0008
H 0.868 1.805 -2.922  0.0020
C -2.281 0.779 -2.105  0.0043
H -2.207 -0.306 -2.124  0.0014
H -2.586 1.117 -3.095  -0.0008
H -3.060 1.056 -1.401  -0.0003
C -1.061 2.864 -1.414  0.0036
H -0.082 3.315 -1.276  0.0004
H -1.637 3.016 -0.505  -0.0021
H -1.565 3.386 -2.227  0.0018
Os -0.228 0.580 1.581  2.7159
C 0.644 2.128 3.128  0.1999
C 1.573 1.074 3.012  -0.0223
C 2.122 1.133 1.712  0.1036
H 1.819 0.348 3.768  0.0108
C 1.521 2.201 1.033  0.1430
C 0.586 2.809 1.892  -0.0432
H -0.043 3.652 1.658  0.0068
H 0.075 2.367 4.008  0.0044
H 2.826 0.433 1.302  0.0120
H 1.705 2.472 0.008  0.0386
C -1.696 0.121 3.434  0.0484
C -2.153 1.296 2.793  0.1779
C -2.557 0.957 1.491  -0.0070
H -2.180 2.284 3.218  0.0029
C -2.350 -0.435 1.328  0.1083
C -1.836 -0.944 2.534  0.1113
H -1.519 -1.957 2.701  0.0293
H -1.288 0.057 4.429  0.0247
H -2.974 1.636 0.769  0.0121
H -2.502 -1.003 0.428  0.0120
O 0.481 -1.090 -5.833  -0.0001
C 0.028 0.020 -6.617  0.0003
C 0.185 -0.390 -8.073  0.0000
H 0.640 0.900 -6.389  0.0000
H -1.003 0.246 -6.343  0.0000
C 1.394 -1.314 -8.004  0.0000
H 0.327 0.461 -8.736  0.0000
H -0.693 -0.940 -8.412  0.0000
C 1.165 -2.023 -6.678  0.0000
H 2.315 -0.731 -7.970  0.0000
H 1.462 -2.004 -8.843  0.0000
H 2.090 -2.327 -6.187  0.0000
H 0.542 -2.915 -6.812  0.0000
Cl 0.503 -2.238 9.286  0.0000
C 0.644 -2.129 7.540  -0.0007
C 0.887 -3.262 6.776  0.0009
C 1.002 -3.168 5.382  -0.0012
C 0.867 -1.937 4.677  -0.0172
C 0.627 -0.802 5.520  -0.0098
C 0.516 -0.903 6.912  -0.0024
C 1.039 -2.035 3.130  0.0428
O 1.581 -3.166 2.738  0.0340
O 0.709 -1.244 2.072  0.2661
H 0.992 -4.222 7.263  0.0002
H 1.189 -4.095 4.860  0.0019
H 0.521 0.214 5.214  -0.0028
H 0.334 -0.012 7.502  0.0000

Cartesian forces, eV/Å:
O -0.11 0.03 -0.52
C 0.19 -0.08 -0.10
C -0.02 -0.05 -0.16
H -0.08 -0.10 -0.05
H 0.13 0.07 0.07
C -0.11 0.05 -0.40
H 0.04 -0.09 -0.02
H 0.04 0.03 0.01
C -0.02 -0.06 0.05
H 0.04 -0.10 -0.09
H 0.00 0.04 0.00
H -0.13 0.05 0.09
C 0.07 0.00 0.06
H 0.13 0.07 -0.01
H -0.15 0.04 0.09
H -0.01 0.01 -0.03
Os 0.42 0.37 0.95
C 0.37 0.85 0.84
C -0.14 0.20 0.05
C 0.45 0.17 -0.66
H 0.14 0.17 -0.10
C 0.75 -0.43 -0.75
C -0.80 -0.13 0.43
H -0.01 0.09 0.01
H -0.02 0.06 0.08
H 0.14 -0.08 -0.03
H 0.06 0.06 -0.04
C -0.32 1.08 0.49
C -0.62 0.11 1.22
C 0.53 0.03 -0.54
H -0.06 0.05 0.05
C -0.41 -0.72 -0.18
C -0.39 -0.74 -0.70
H -0.17 -0.10 0.02
H -0.20 -0.02 -0.06
H -0.02 0.03 -0.08
H -0.16 -0.05 -0.07
O -0.05 0.16 0.02
C 0.02 0.01 0.05
C -0.07 0.03 -0.07
H 0.05 0.00 0.01
H -0.07 -0.03 0.00
C 0.07 0.01 0.00
H 0.00 0.02 0.01
H -0.03 -0.02 0.01
C 0.06 -0.22 -0.01
H 0.04 0.03 0.01
H -0.01 -0.02 0.01
H -0.01 0.03 0.02
H -0.02 0.07 0.03
Cl 0.06 0.02 -0.78
C 0.00 -0.19 0.22
C 0.01 0.34 -0.43
C -0.19 0.48 0.12
C -0.28 0.56 0.62
C 0.13 -1.14 0.19
C 0.07 -0.11 -0.39
C 2.40 -5.37 -3.03
O -2.22 4.78 2.04
O 0.38 -0.83 2.63
H 0.01 -0.02 -0.07
H 0.02 0.23 -0.31
H 0.05 0.33 -0.72
H 0.03 -0.05 -0.07

The gap between HOMO and LUMO (spin up / spin down) is 0.2287 / 0.2502 hartree. The value obtained for the energy above the lowest of the compared OMol25 structures with the same formula, charge and spin is 0.0000 eV. The molar mass is 634.2 g/mol. The calculation puts the total energy at -1861.27566 a.u. As for the total charge: +1. As for the spin multiplicity: 5. As for the expectation value of S²: 6.026.

The following is a DFT calculation (wB97M-V/def2-TZVPD) of a structure of composition C26H32FeIN8O2.

Last column: Mulliken spin population.
Atoms and positions in Å:
Fe -0.414 -0.091 -0.219  4.1288
C -0.178 3.457 2.382  -0.0004
C 1.150 3.272 1.651  0.0033
C 1.487 1.775 1.516  0.0064
N 1.217 1.137 0.228  0.1005
C 2.157 1.209 -0.701  -0.0539
C 3.236 2.116 -0.621  0.0592
C 4.272 2.393 -1.494  -0.0196
C 4.603 1.828 -2.713  0.0463
C 3.961 0.750 -3.296  -0.0229
C 2.890 -0.002 -2.850  0.0507
C 2.053 0.128 -1.721  0.0155
N 1.092 -0.732 -1.428  0.1317
C 1.078 -2.094 -1.925  0.0380
C 1.488 -2.997 -0.762  0.0033
C 0.397 -3.143 0.289  0.0019
N -0.009 -1.880 0.898  0.0904
C -0.525 -1.938 2.113  -0.0054
C -0.879 -3.144 2.762  0.0478
C -1.164 -3.425 4.093  -0.0145
C -1.147 -2.600 5.197  0.0350
C -0.963 -1.220 5.155  -0.0133
C -0.902 -0.370 4.077  0.0348
C -0.922 -0.618 2.674  -0.0196
N -1.169 0.291 1.760  0.1028
C -1.902 1.522 2.117  0.0078
C -1.338 2.836 1.580  0.0069
H -0.373 4.514 2.572  0.0003
H -0.096 2.982 3.366  -0.0005
H 1.962 3.778 2.180  -0.0008
H 1.086 3.725 0.659  -0.0003
H 0.917 1.224 2.260  0.0030
H 2.538 1.602 1.768  0.0002
H 3.228 2.749 0.254  0.0067
H 4.921 3.199 -1.166  -0.0012
H 5.446 2.251 -3.244  0.0029
H 4.365 0.426 -4.250  -0.0014
H 2.634 -0.823 -3.506  0.0062
H 1.738 -2.252 -2.776  0.0005
H 0.067 -2.345 -2.257  -0.0026
H 2.382 -2.577 -0.295  -0.0013
H 1.748 -3.994 -1.128  -0.0015
H 0.750 -3.831 1.061  0.0031
H -0.475 -3.627 -0.181  -0.0011
H -0.914 -4.008 2.113  0.0045
H -1.390 -4.469 4.287  -0.0012
H -1.293 -3.055 6.168  0.0022
H -0.909 -0.725 6.119  -0.0013
H -0.814 0.677 4.336  0.0061
H -2.019 1.602 3.197  0.0005
H -2.914 1.401 1.720  -0.0014
H -2.171 3.537 1.507  -0.0013
H -1.015 2.685 0.552  0.0034
N -2.465 -1.342 -0.383  0.0672
N -3.420 -0.470 -0.938  -0.0002
C -3.084 0.916 -0.855  0.0150
O -3.984 1.723 -0.971  0.0156
O -1.824 1.145 -0.786  0.1003
H -2.407 -2.194 -0.925  -0.0056
H -2.686 -1.572 0.582  -0.0018
H -4.380 -0.636 -0.667  0.0017
I -0.606 0.762 -7.205  0.0001
C -1.256 0.168 -5.348  0.0004
C -2.545 -0.108 -4.962  -0.0007
N -2.478 -0.478 -3.668  0.0040
N -1.230 -0.420 -3.175  0.0128
C -0.478 -0.041 -4.195  0.0057
H -3.475 -0.072 -5.502  0.0001
H -3.239 -0.567 -3.002  0.0010
H 0.587 0.081 -4.079  -0.0008

Cartesian forces, eV/Å:
Fe 0.15 -0.34 1.11
C 0.01 -0.10 -0.08
C -0.08 -0.07 0.01
C 0.06 0.00 -0.02
N 0.05 0.10 0.03
C 0.02 -0.09 -0.04
C -0.05 0.00 -0.05
C 0.03 0.03 0.02
C 0.00 0.00 0.00
C 0.00 -0.01 -0.03
C 0.01 0.00 0.08
C -0.11 0.05 0.06
N -0.18 0.20 -0.50
C -0.04 0.00 0.17
C -0.03 0.06 0.01
C 0.02 0.13 -0.02
N -0.05 -0.12 0.04
C -0.06 0.07 -0.05
C 0.04 0.03 -0.02
C -0.01 -0.02 0.00
C -0.01 -0.01 -0.01
C 0.00 0.04 0.03
C 0.00 -0.02 -0.03
C 0.05 0.03 -0.11
N -0.07 0.10 0.20
C 0.10 -0.09 -0.03
C 0.14 0.01 -0.02
H 0.04 0.03 -0.06
H -0.05 0.03 0.03
H -0.04 0.01 0.05
H 0.01 0.01 0.00
H -0.01 0.00 0.03
H 0.01 0.00 -0.04
H -0.01 0.01 0.00
H -0.01 0.00 0.00
H 0.00 -0.01 0.00
H 0.01 0.00 0.01
H 0.02 -0.01 -0.01
H 0.02 -0.02 0.00
H 0.02 0.00 -0.04
H 0.03 -0.03 -0.02
H -0.07 -0.02 -0.02
H 0.06 0.01 -0.01
H -0.01 -0.05 0.01
H 0.00 -0.01 0.01
H 0.00 0.00 0.00
H 0.00 0.00 0.00
H 0.00 -0.01 0.00
H -0.01 0.03 0.00
H -0.06 0.01 0.04
H 0.00 0.00 -0.08
H -0.03 0.00 0.13
H -0.08 0.05 0.00
N 0.05 -0.02 -0.07
N -0.13 -0.12 0.08
C 0.24 0.15 -0.61
O -0.06 -0.05 0.18
O 0.10 0.12 -0.14
H -0.02 -0.03 -0.09
H 0.10 -0.02 0.02
H -0.04 0.00 0.11
I 0.02 0.02 -0.06
C -0.05 -0.03 0.07
C 0.00 -0.04 -0.03
N -0.04 0.24 -0.01
N -0.21 -0.11 -0.25
C 0.09 -0.04 0.03
H 0.00 0.02 0.00
H 0.12 -0.08 -0.02
H -0.04 0.01 0.00

The gap between HOMO and LUMO (spin up / spin down) is 0.2738 / 0.2399 hartree. The value obtained for the energy above the lowest of the compared OMol25 structures with the same formula, charge and spin is 0.3657 eV. The molar mass is 671.3 g/mol. The calculation puts the total energy at -3159.83314 a.u. As for the total charge: 0. As for the spin multiplicity: 6. As for the expectation value of S²: 8.767.

> What is the total charge in the fourth record?

0

> Among the records above, which one has the highest molar mass?

C26H32FeIN8O2